No. 1
60
Properties=species:S:1:pos:R:3:mulliken_charge:R:1 method="wB97M-V/def2-TZVPD" orbital_gap_ha=0.272 total_energy_ha=-3608.14473 mol_weight_g_mol=699.230 total_charge=+1
C -1.273 -2.507 4.061 -0.589
C -1.208 -1.305 5.186 -0.020
Cl 0.564 -0.732 5.255 -0.142
C -2.286 -0.071 4.897 -0.229
Cl -2.619 0.678 6.601 -0.112
C -3.675 -0.722 4.235 0.316
C -4.915 -1.167 5.227 -0.489
C -6.251 -1.841 4.505 0.270
C -7.566 -2.350 5.347 0.384
O -8.053 -1.550 6.330 -0.416
O -8.257 -3.646 5.106 -0.423
C -6.238 -2.034 2.873 -0.512
C -4.942 -1.517 1.984 -0.088
N -3.762 -0.907 2.712 0.084
H -1.268 -2.051 2.958 -0.176
H -0.339 -3.248 4.107 0.403
H -2.274 -3.153 4.130 0.279
H -1.579 -1.800 6.207 0.354
H -1.839 0.794 4.241 0.401
H -4.899 -1.039 6.395 0.366
H -7.584 -4.390 4.970 0.362
H -7.142 -2.532 2.321 0.360
H -4.863 -1.635 0.800 0.382
H -2.899 -0.590 2.179 0.294
C 1.868 -0.387 0.103 -0.803
C 2.763 -1.165 -0.875 0.772
C 2.399 -1.010 -2.347 0.661
F 1.142 -1.425 -2.622 -0.218
F 3.228 -1.758 -3.124 -0.291
F 2.792 -2.474 -0.504 -0.280
F 4.044 -0.705 -0.703 -0.310
O 0.798 -1.120 0.708 -0.370
C -0.384 -1.241 -0.083 0.622
C -0.663 -2.683 -0.530 0.347
F 0.387 -3.219 -1.204 -0.208
F -1.733 -2.739 -1.365 -0.269
F -0.310 -0.374 -1.120 -0.278
F -1.404 -0.797 0.700 -0.344
H 2.504 -0.104 0.950 0.466
H 1.524 0.567 -0.314 0.385
H 2.500 0.029 -2.672 -0.201
H -0.871 -3.324 0.332 0.215
C 2.936 3.297 -5.753 -0.816
C 2.924 2.544 -4.414 1.010
C 3.097 3.419 -3.178 0.090
F 4.262 4.103 -3.180 -0.207
F 3.101 2.657 -2.050 -0.238
F 3.853 1.551 -4.454 -0.272
F 1.711 1.909 -4.318 -0.338
O 4.184 3.334 -6.451 -0.408
C 5.098 4.342 -6.018 0.726
C 6.356 3.766 -5.353 0.204
F 6.053 2.954 -4.308 -0.194
F 7.147 4.756 -4.862 -0.255
F 4.440 5.221 -5.226 -0.268
F 5.445 5.036 -7.135 -0.290
H 2.274 2.742 -6.428 0.431
H 2.482 4.292 -5.677 0.350
H 2.275 4.134 -3.082 0.275
H 6.945 3.186 -6.070 0.243


No. 2
44
Properties=species:S:1:pos:R:3:mulliken_charge:R:1 method="wB97M-V/def2-TZVPD" orbital_gap_ha=0.131 total_energy_ha=-3788.86234 mol_weight_g_mol=453.650
C -3.591 1.009 -2.197 -0.855
N -2.164 1.313 -2.238 0.192
C -1.782 2.438 -3.096 -0.902
C -1.257 0.343 -1.882 -0.405
C 0.150 0.516 -1.898 0.542
C 0.755 1.744 -1.530 -0.515
C 2.107 1.926 -1.662 -0.691
C 2.912 0.906 -2.142 0.201
C 4.398 1.151 -2.333 0.913
F 5.057 -0.012 -2.171 -0.246
F 4.599 1.632 -3.576 -0.230
F 4.817 2.048 -1.419 -0.243
C 2.351 -0.322 -2.464 -0.804
C 1.002 -0.533 -2.328 -0.584
H -4.175 1.792 -2.677 0.340
H -3.775 0.071 -2.715 0.376
H -3.913 0.918 -1.162 0.307
H -2.651 2.885 -3.570 0.364
H -1.271 3.209 -2.526 0.309
H -1.120 2.082 -3.882 0.370
H -1.655 -0.653 -1.773 0.514
H 0.150 2.515 -1.083 0.678
H 2.563 2.860 -1.384 0.472
H 2.992 -1.100 -2.839 0.449
H 0.565 -1.485 -2.581 0.429
Cl -0.764 2.510 5.650 -0.554
Zn -0.937 0.317 5.445 0.074
Cl -2.892 -0.655 5.691 -0.551
C -0.026 -0.073 3.659 -0.304
C -1.091 0.428 2.745 -0.938
C -1.481 -0.477 1.837 -0.945
C -0.706 -1.706 2.061 0.369
C 0.138 -1.472 3.155 0.471
C 0.980 -2.474 3.601 -0.224
C 0.988 -3.687 2.937 -0.540
C 0.164 -3.907 1.845 -0.592
C -0.689 -2.922 1.392 -0.505
H 0.899 0.507 3.576 0.492
H -1.546 1.403 2.852 0.381
H -2.241 -0.335 1.089 0.760
H 1.621 -2.304 4.449 0.432
H 1.646 -4.472 3.269 0.382
H 0.197 -4.856 1.337 0.387
H -1.327 -3.075 0.538 0.423


| no. | E_HOMO (hartree) | LUMO (eV) |
| --- | --- | --- |
| 1 | -0.4889 | -5.91 |
| 2 | -0.2532 | -3.34 |